Formula: C62H82N10O12S4
Source: the Open Molecules 2025 dataset
Level of theory: ωB97M-V/def2-TZVPD

The calculation puts the energy above the lowest of the compared OMol25 structures with the same formula, charge and spin at 0.000 eV. The calculation puts the HOMO energy at -9.3 eV.

Structure (XYZ):
```
170
Properties=species:S:1:pos:R:3:lowdin_charge:R:1
O -3.14 -4.73 -1.38 -0.297
S -1.89 -4.27 -1.89 0.598
O -0.64 -4.72 -1.38 -0.268
O -1.84 -4.56 -3.50 -0.302
C -2.94 -5.47 -4.03 -0.213
C -3.05 -5.25 -5.51 -0.075
C -1.95 -2.48 -2.23 -0.091
H -3.90 -5.17 -3.53 0.124
H -2.58 -6.45 -3.76 0.112
H -3.05 -4.22 -5.73 0.072
H -4.00 -5.60 -5.82 0.059
H -2.33 -5.93 -6.07 0.104
H -1.01 -2.20 -2.74 0.076
H -2.06 -1.81 -1.35 0.043
H -2.89 -2.40 -2.75 0.050
O 3.65 5.63 -0.66 -0.254
S 3.35 4.56 -1.53 0.504
O 2.49 3.51 -1.12 -0.292
O 2.77 5.21 -2.86 -0.280
C 1.69 4.48 -3.56 -0.223
C 1.89 4.81 -5.04 -0.049
C 4.80 3.91 -2.21 -0.123
H 0.73 4.86 -3.16 0.094
H 1.81 3.43 -3.28 0.085
H 2.78 4.41 -5.50 0.065
H 1.95 5.90 -5.03 0.076
H 0.96 4.57 -5.62 0.094
H 4.43 3.08 -2.85 0.057
H 5.38 3.44 -1.35 0.088
H 5.40 4.67 -2.68 0.072
O -0.60 6.97 -3.82 -0.297
S -0.70 7.48 -2.47 0.579
O -1.81 8.38 -2.15 -0.291
O -0.65 6.27 -1.41 -0.309
C -1.95 5.46 -1.33 -0.192
C -2.84 5.99 -0.24 -0.079
C 0.83 8.15 -1.95 -0.120
H -1.57 4.41 -1.17 0.117
H -2.33 5.50 -2.36 0.100
H -2.86 7.05 -0.37 0.053
H -2.54 5.74 0.80 0.077
H -3.85 5.56 -0.36 0.075
H 0.60 8.63 -0.99 0.080
H 1.00 8.90 -2.75 0.082
H 1.66 7.38 -1.95 0.083
O 0.80 -0.44 -0.63 -0.287
S -0.15 0.11 0.30 0.462
O -1.41 -0.49 0.26 -0.266
O 0.49 -0.12 1.68 -0.236
C 0.07 -1.29 2.42 -0.230
C -0.59 -0.81 3.71 -0.043
C -0.22 1.78 0.26 -0.109
H 0.95 -1.93 2.62 0.112
H -0.69 -1.93 1.89 0.125
H -1.47 -0.28 3.43 0.059
H 0.07 -0.10 4.16 0.057
H -0.96 -1.64 4.38 0.073
H -0.99 2.02 1.00 0.071
H -0.65 2.07 -0.75 0.091
H 0.77 2.22 0.50 0.068
N 0.32 3.74 3.91 0.041
C 0.35 4.66 2.98 -0.155
C 1.38 4.66 2.04 -0.075
C 2.31 3.66 2.04 -0.093
C 2.24 2.69 3.06 -0.066
C 1.21 2.77 3.96 -0.183
H -0.55 5.30 2.94 0.107
H 1.46 5.40 1.23 0.104
H 3.08 3.71 1.24 0.092
H 3.05 1.95 3.16 0.107
H 1.17 1.98 4.72 0.103
N 4.25 -3.73 -0.86 0.059
C 4.50 -5.04 -0.81 -0.148
C 3.62 -5.93 -0.18 -0.069
C 2.45 -5.48 0.44 -0.043
C 2.24 -4.10 0.37 -0.064
C 3.10 -3.30 -0.37 -0.158
H 5.38 -5.34 -1.34 0.094
H 3.88 -6.97 -0.34 0.094
H 1.72 -6.09 0.94 0.093
H 1.39 -3.65 0.79 0.074
H 2.74 -2.29 -0.48 0.081
N -1.21 2.12 -3.41 0.064
C -1.78 2.75 -4.46 -0.182
C -1.74 2.32 -5.74 -0.082
C -0.95 1.20 -6.01 -0.059
C -0.43 0.50 -4.95 -0.072
C -0.56 0.97 -3.66 -0.136
H -2.39 3.65 -4.24 0.117
H -2.17 2.83 -6.62 0.123
H -0.80 0.81 -7.00 0.106
H -0.01 -0.42 -5.24 0.097
H -0.17 0.40 -2.79 0.095
N -3.55 -3.26 3.92 0.067
C -4.12 -2.13 3.58 -0.185
C -4.44 -1.77 2.29 -0.067
C -4.16 -2.64 1.24 -0.057
C -3.57 -3.84 1.59 -0.064
C -3.24 -4.08 2.90 -0.132
H -4.32 -1.49 4.40 0.095
H -4.88 -0.77 2.07 0.099
H -4.45 -2.44 0.19 0.094
H -3.35 -4.60 0.88 0.072
H -2.71 -4.97 3.14 0.089
N 1.21 -3.64 8.84 0.053
C 0.78 -4.72 8.14 -0.154
C -0.14 -4.61 7.12 -0.094
C -0.67 -3.37 6.78 -0.093
C -0.18 -2.26 7.43 -0.085
C 0.77 -2.43 8.45 -0.145
H 1.17 -5.70 8.44 0.108
H -0.66 -5.45 6.70 0.100
H -1.47 -3.12 6.10 0.085
H -0.60 -1.26 7.12 0.116
H 0.91 -1.57 9.07 0.089
N 1.00 -4.62 3.89 0.076
C 2.11 -4.21 4.52 -0.198
C 2.95 -4.96 5.26 -0.081
C 2.65 -6.34 5.44 -0.054
C 1.58 -6.83 4.70 -0.072
C 0.78 -5.92 3.97 -0.179
H 2.31 -3.13 4.55 0.113
H 3.75 -4.46 5.88 0.131
H 3.25 -6.98 6.04 0.093
H 1.24 -7.85 4.72 0.097
H -0.04 -6.35 3.34 0.112
N 3.41 0.98 -3.65 0.066
C 2.63 0.03 -3.07 -0.190
C 2.74 -1.28 -3.34 -0.082
C 3.70 -1.65 -4.28 -0.089
C 4.50 -0.77 -4.90 -0.083
C 4.35 0.58 -4.54 -0.123
H 1.97 0.33 -2.27 0.070
H 2.07 -1.92 -2.79 0.102
H 3.73 -2.77 -4.50 0.132
H 5.31 -0.98 -5.65 0.119
H 4.92 1.44 -4.93 0.104
N -3.88 3.21 0.84 0.068
C -5.10 3.00 0.42 -0.185
C -6.13 2.45 1.18 -0.076
C -5.90 2.17 2.49 -0.091
C -4.63 2.45 3.01 -0.061
C -3.66 2.98 2.15 -0.131
H -5.20 3.04 -0.66 0.106
H -7.14 2.47 0.73 0.117
H -6.64 1.72 3.15 0.110
H -4.32 2.21 4.03 0.107
H -2.66 3.02 2.57 0.097
N 5.32 1.79 1.25 0.061
C 4.70 1.24 0.20 -0.136
C 5.00 -0.05 -0.34 -0.034
C 6.05 -0.77 0.23 -0.054
C 6.72 -0.14 1.30 -0.079
C 6.37 1.12 1.71 -0.176
H 3.85 1.67 -0.30 0.070
H 4.40 -0.42 -1.16 0.073
H 6.37 -1.78 -0.07 0.099
H 7.54 -0.60 1.80 0.085
H 6.93 1.59 2.54 0.113
N -4.97 -0.33 -3.88 0.058
C -3.99 0.41 -3.42 -0.174
C -3.68 0.54 -2.10 -0.069
C -4.45 -0.15 -1.13 -0.070
C -5.45 -0.96 -1.66 -0.082
C -5.71 -1.06 -3.05 -0.117
H -3.41 0.88 -4.21 0.089
H -2.87 1.23 -1.87 0.083
H -4.32 0.01 -0.08 0.086
H -6.13 -1.43 -1.03 0.079
H -6.55 -1.67 -3.33 0.096
```

***

Formula: C6H9N
Source: the Open Molecules 2025 dataset
Level of theory: ωB97M-V/def2-TZVPD

The calculation puts the energy above the lowest of the compared OMol25 structures with the same formula, charge and spin at 2.822 eV. The calculation puts the HOMO energy at -8.9 eV.

Structure (XYZ):
```
16
Properties=species:S:1:pos:R:3:lowdin_charge:R:1
C 1.68 -0.05 1.00 -0.037
C 0.69 -0.24 -0.11 -0.356
C -0.78 0.08 0.13 -0.256
C -1.31 0.67 1.41 -0.073
C -1.45 -0.14 -0.98 -0.069
C -1.24 -0.42 -2.24 0.009
N 1.04 -0.68 -1.26 0.114
H 1.45 0.80 1.65 0.068
H 2.68 0.11 0.57 0.076
H 1.72 -0.95 1.63 0.090
H -2.34 1.01 1.25 0.076
H -0.73 1.55 1.72 0.071
H -1.31 -0.04 2.25 0.079
H -0.90 0.39 -2.87 0.077
H -1.31 -1.41 -2.68 0.072
H 2.04 -0.82 -1.34 0.059
```

***

Formula: C22H32N2O4
Source: the Open Molecules 2025 dataset
Level of theory: ωB97M-V/def2-TZVPD

The calculation puts the energy above the lowest of the compared OMol25 structures with the same formula, charge and spin at 0.226 eV. The calculation puts the HOMO energy at -8.0 eV.

Structure (XYZ):
```
60
Properties=species:S:1:pos:R:3:lowdin_charge:R:1
C -2.18 -5.30 0.89 -0.116
C -3.23 -4.39 1.53 -0.269
C -3.66 -3.23 0.64 -0.219
C -2.55 -2.20 0.42 -0.181
H -2.22 -1.82 1.39 0.127
C -2.98 -1.02 -0.46 -0.330
C -3.96 -0.09 0.25 -0.150
C -4.37 1.08 -0.64 -0.142
H -5.03 1.74 -0.08 0.118
H -4.92 0.71 -1.51 0.122
C -3.15 1.87 -1.12 -0.213
C -2.52 2.62 0.04 -0.440
O -3.05 2.86 1.09 0.136
O -1.28 3.04 -0.28 0.000
C -0.56 3.80 0.69 -0.242
C -0.48 5.27 0.26 -0.002
H -1.48 5.71 0.24 0.087
H -0.05 5.33 -0.74 0.092
H 0.15 5.81 0.96 0.088
C 0.86 3.25 0.89 -0.414
O 1.61 3.76 1.70 0.087
N 1.15 2.20 0.10 0.153
C 2.33 1.46 0.00 -0.214
C 2.35 0.39 -0.89 -0.023
C 3.49 -0.38 -1.03 -0.028
C 4.64 -0.09 -0.29 -0.225
C 4.61 0.98 0.60 0.006
C 3.47 1.74 0.75 0.009
H 3.46 2.57 1.44 0.104
H 5.49 1.21 1.18 0.102
N 5.76 -0.90 -0.48 0.110
C 7.00 -0.81 0.10 -0.516
O 7.32 0.02 0.91 0.071
C 7.93 -1.90 -0.41 -0.003
H 7.53 -2.88 -0.18 0.082
H 8.07 -1.81 -1.48 0.082
H 8.90 -1.79 0.09 0.083
H 5.63 -1.64 -1.16 0.139
H 3.50 -1.21 -1.73 0.109
H 1.47 0.15 -1.47 0.104
H 0.41 1.90 -0.53 0.120
H -1.09 3.73 1.66 0.157
C -2.17 0.93 -1.82 -0.145
C -1.76 -0.22 -0.90 -0.164
H -1.26 0.17 -0.01 0.122
H -1.05 -0.87 -1.43 0.114
H -1.29 1.49 -2.16 0.108
H -2.65 0.52 -2.71 0.125
H -3.48 2.64 -1.82 0.160
H -4.86 -0.64 0.54 0.112
H -3.50 0.29 1.16 0.123
H -3.47 -1.43 -1.36 0.149
H -1.70 -2.69 -0.05 0.107
H -4.52 -2.75 1.10 0.102
H -3.97 -3.63 -0.33 0.115
H -4.11 -4.99 1.77 0.102
H -2.83 -3.99 2.47 0.106
H -1.98 -6.15 1.54 0.067
H -1.25 -4.77 0.73 0.062
H -2.54 -5.67 -0.06 0.072
```

***

Formula: C27H20N2O6
Source: the Open Molecules 2025 dataset
Level of theory: ωB97M-V/def2-TZVPD

The calculation puts the HOMO energy at -8.6 eV.

Structure (XYZ):
```
55
Properties=species:S:1:pos:R:3:lowdin_charge:R:1
C -11.46 -2.00 0.02 -0.050
H -11.32 -2.99 0.47 0.097
H -12.28 -1.48 0.50 0.093
H -11.64 -2.12 -1.05 0.097
O -10.30 -1.20 0.24 -0.047
C -9.16 -1.68 -0.27 -0.461
O -9.10 -2.73 -0.88 0.109
C -8.00 -0.80 -0.01 -0.132
C -6.76 -1.16 -0.53 0.003
C -5.65 -0.38 -0.31 0.000
C -5.77 0.79 0.44 -0.237
C -7.01 1.17 0.94 0.017
C -8.12 0.38 0.72 -0.001
H -9.08 0.67 1.12 0.119
H -7.08 2.09 1.50 0.123
O -4.74 1.66 0.67 0.064
C -3.44 1.29 0.53 -0.155
C -2.94 0.15 1.08 -0.007
O -1.66 -0.23 1.02 0.074
C -0.77 0.57 0.39 -0.179
C 0.55 0.15 0.34 0.092
C 1.51 0.93 -0.31 -0.254
C 1.13 2.14 -0.90 -0.002
C -0.18 2.55 -0.84 0.012
C -1.16 1.78 -0.20 -0.073
C -2.55 2.24 -0.17 -0.298
O -2.95 3.27 -0.68 0.105
H -0.49 3.48 -1.29 0.126
H 1.86 2.76 -1.40 0.106
O 2.76 0.43 -0.30 -0.016
C 3.79 1.13 -0.99 -0.147
C 5.03 0.31 -0.90 -0.176
C 6.16 0.55 -0.14 0.009
N 7.02 -0.46 -0.38 -0.094
N 6.50 -1.35 -1.23 0.093
C 5.32 -0.90 -1.56 -0.079
H 4.70 -1.44 -2.25 0.116
C 8.30 -0.66 0.15 -0.183
C 8.95 0.32 0.89 -0.024
C 10.22 0.08 1.39 -0.086
C 10.85 -1.13 1.16 -0.094
C 10.20 -2.11 0.43 -0.078
C 8.93 -1.88 -0.08 -0.018
H 8.41 -2.63 -0.65 0.102
H 10.68 -3.06 0.24 0.104
H 11.83 -1.31 1.56 0.101
H 10.72 0.85 1.96 0.104
H 8.48 1.28 1.06 0.100
H 6.37 1.36 0.53 0.123
H 3.95 2.11 -0.53 0.135
H 3.51 1.26 -2.04 0.137
H 0.83 -0.78 0.79 0.136
H -3.56 -0.56 1.61 0.155
H -4.70 -0.66 -0.74 0.118
H -6.69 -2.07 -1.11 0.123
```

***

Formula: C5H12N2
Source: the Open Molecules 2025 dataset
Level of theory: ωB97M-V/def2-TZVPD

The calculation puts the energy above the lowest of the compared OMol25 structures with the same formula, charge and spin at 2.180 eV. The calculation puts the HOMO energy at -8.3 eV.

Structure (XYZ):
```
19
Properties=species:S:1:pos:R:3:lowdin_charge:R:1
C -1.59 0.89 -0.33 -0.285
C -0.67 0.28 0.76 -0.163
C 0.38 -0.75 0.35 -0.387
C 0.18 -2.05 0.47 0.037
C 2.28 0.97 0.12 -0.077
N 1.50 -0.26 -0.43 -0.055
N -2.31 -0.23 -0.96 -0.024
H -1.16 1.57 -1.11 0.104
H -2.35 1.62 0.12 0.121
H -1.37 -0.03 1.56 0.120
H -0.01 1.11 1.18 0.101
H -0.42 -2.43 1.24 0.044
H 0.90 -2.68 0.06 0.039
H 1.69 1.84 -0.22 0.064
H 2.25 1.01 1.24 0.088
H 3.15 0.89 -0.49 0.060
H 2.17 -1.04 -0.35 0.096
H -1.75 -0.89 -1.51 0.064
H -2.88 0.17 -1.70 0.054
```

***

Formula: C5H12O2
Source: the Open Molecules 2025 dataset
Level of theory: ωB97M-V/def2-TZVPD

The calculation puts the energy above the lowest of the compared OMol25 structures with the same formula, charge and spin at 3.777 eV. The calculation puts the HOMO energy at -7.7 eV.

Structure (XYZ):
```
19
Properties=species:S:1:pos:R:3:lowdin_charge:R:1
C -1.44 -0.07 -2.10 -0.099
C -0.94 -0.52 -0.73 -0.227
C 0.43 -0.04 -0.35 -0.112
O 0.11 1.84 -0.34 -0.124
C 0.92 0.01 0.97 -0.466
C 0.30 -0.78 2.06 -0.051
O 2.35 0.03 0.97 -0.031
H -1.51 1.02 -2.14 0.069
H -0.76 -0.40 -2.90 0.074
H -2.42 -0.49 -2.32 0.072
H -1.66 -0.20 0.04 0.117
H -0.86 -1.62 -0.68 0.132
H 1.15 -0.06 -1.14 0.135
H 0.83 2.35 -0.75 0.065
H 0.42 1.32 0.68 0.115
H 0.62 -1.82 1.97 0.084
H 0.61 -0.39 3.04 0.079
H -0.79 -0.73 2.02 0.077
H 2.64 0.56 1.72 0.089
```

***

Formula: C32H28N3O4
Source: the Open Molecules 2025 dataset
Level of theory: ωB97M-V/def2-TZVPD

The calculation puts the energy above the lowest of the compared OMol25 structures with the same formula, charge and spin at 0.502 eV. Its charge is +1. The calculation puts the HOMO energy at -11.6 eV.

Structure (XYZ):
```
67
Properties=species:S:1:pos:R:3:lowdin_charge:R:1
N -2.85 0.81 1.58 0.130
N -1.90 -0.09 2.18 -0.146
C -1.04 0.54 3.24 -0.086
C 0.14 -0.31 3.67 -0.185
N 0.90 -0.81 2.53 -0.055
C 0.11 -1.51 1.52 -0.181
C -1.12 -0.73 1.07 -0.090
H -3.47 1.14 2.32 0.120
H -2.32 1.60 1.23 0.108
H -2.49 -0.81 2.61 0.198
H -0.73 1.50 2.83 0.112
H -1.69 0.72 4.09 0.142
H 0.78 0.38 4.22 0.135
H -0.18 -1.08 4.37 0.128
H 1.56 -1.48 2.91 0.129
H -0.16 -2.53 1.80 0.130
H 0.72 -1.59 0.62 0.134
H -0.89 0.05 0.36 0.135
H -1.80 -1.43 0.60 0.122
C -2.35 -2.28 -3.98 -0.048
C -1.98 -2.08 -2.65 -0.065
C -1.54 -3.14 -1.89 -0.022
C -1.46 -4.41 -2.43 -0.082
C -1.83 -4.62 -3.76 -0.073
C -2.28 -3.55 -4.53 0.010
C -1.78 -5.99 -4.36 -0.273
O -2.09 -6.17 -5.52 0.124
C -1.32 -7.11 -3.48 -0.080
C -1.29 -8.39 -4.01 0.006
C -0.87 -9.45 -3.22 -0.044
C -0.47 -9.23 -1.91 -0.049
C -0.49 -7.95 -1.38 0.000
C -0.92 -6.89 -2.16 -0.087
C -0.96 -5.53 -1.57 -0.275
O -0.61 -5.31 -0.43 0.087
H -2.70 -1.45 -4.58 0.112
H -2.05 -1.09 -2.22 0.097
H -1.24 -3.02 -0.86 0.086
H -2.56 -3.74 -5.56 0.126
H -1.61 -8.54 -5.03 0.124
H -0.85 -10.45 -3.63 0.113
H -0.13 -10.06 -1.30 0.111
H -0.19 -7.76 -0.36 0.120
C 2.54 9.69 0.84 -0.044
C 1.16 9.61 0.86 -0.047
C 0.54 8.38 0.98 0.002
C 1.30 7.22 1.07 -0.087
C 2.70 7.31 1.04 -0.081
C 3.31 8.55 0.93 0.006
C 3.56 6.09 1.11 -0.273
O 4.76 6.15 1.10 0.122
C 2.86 4.76 1.20 -0.071
C 3.63 3.60 1.23 0.010
C 3.01 2.37 1.33 -0.045
C 1.62 2.29 1.39 -0.074
C 0.86 3.45 1.35 -0.023
C 1.47 4.69 1.26 -0.080
C 0.61 5.91 1.21 -0.277
O -0.59 5.82 1.29 0.099
H 3.02 10.66 0.75 0.113
H 0.56 10.51 0.79 0.112
H -0.54 8.29 1.01 0.121
H 4.39 8.59 0.91 0.124
H 4.70 3.69 1.19 0.125
H 3.60 1.46 1.35 0.111
H 1.13 1.33 1.47 0.061
H -0.22 3.43 1.39 0.099
```

***

Formula: C5H9N5
Source: the Open Molecules 2025 dataset
Level of theory: ωB97M-V/def2-TZVPD

The calculation puts the energy above the lowest of the compared OMol25 structures with the same formula, charge and spin at 5.722 eV. Its charge is +2. The calculation puts the HOMO energy (alpha / beta) at -18.2 / -18.2 eV.

Structure (XYZ):
```
19
Properties=species:S:1:pos:R:3:lowdin_charge:R:1
C 0.73 0.62 0.00 -0.032
C 3.00 0.21 -0.73 -0.085
C -2.11 -0.46 -0.85 -0.136
C -1.90 -1.73 -0.27 -0.006
C -0.82 1.71 1.32 0.050
N 1.70 0.77 -0.67 0.216
N 2.55 -1.49 1.00 0.446
N -1.44 0.58 -0.67 0.142
N 3.02 -0.88 0.22 0.134
N -0.49 0.81 0.26 -0.124
H 3.12 -0.30 -1.82 0.232
H 3.98 0.81 -0.51 0.215
H -2.94 -0.17 -1.52 0.175
H -1.02 -1.57 0.40 0.092
H -1.71 -2.35 -1.20 0.151
H -2.77 -2.22 0.11 0.110
H -1.65 1.22 1.81 0.115
H -1.18 2.72 0.94 0.158
H -0.06 1.71 2.18 0.149
```